No. 1
{"formula": "C30H16BrCuF4N4PS", "method": "ωB97M-V with the def2-TZVPD basis set", "molar_mass_g_mol": 715.0, "energy_ev": -183002.7327, "total_charge": 1, "spin_multiplicity": 1, "homo_lumo_gap_ev": 8.0, "elements": ["Cu", "S", "N", "C", "C", "C", "C", "C", "N", "C", "C", "N", "C", "C", "C", "C", "C", "N", "H", "H", "H", "H", "H", "H", "F", "C", "C", "F", "C", "F", "C", "P", "C", "C", "C", "C", "C", "C", "C", "C", "C", "C", "C", "C", "C", "Br", "C", "F", "H", "H", "H", "H", "H", "H", "H", "H", "H", "H"], "coordinates": [[-0.197, 0.162, -0.996], [2.803, -4.675, -5.688], [1.307, -4.590, -5.106], [1.239, -3.496, -4.372], [0.072, -3.020, -3.670], [-1.167, -3.665, -3.695], [-2.229, -3.092, -3.034], [-2.029, -1.902, -2.341], [-0.851, -1.300, -2.273], [0.193, -1.832, -2.938], [1.461, -1.107, -2.875], [1.492, 0.004, -2.117], [2.608, 0.715, -2.054], [3.764, 0.358, -2.745], [3.759, -0.787, -3.508], [2.588, -1.547, -3.581], [2.468, -2.769, -4.338], [3.423, -3.337, -5.047], [-1.262, -4.596, -4.239], [-3.207, -3.551, -3.051], [-2.852, -1.413, -1.834], [2.584, 1.597, -1.428], [4.650, 0.972, -2.670], [4.633, -1.119, -4.052], [-3.460, 5.935, 1.454], [-2.779, 4.808, 1.377], [-2.317, 4.187, 2.525], [-2.554, 4.726, 3.709], [-1.608, 3.005, 2.418], [-1.170, 2.447, 3.544], [-1.339, 2.399, 1.193], [-0.457, 0.778, 1.146], [-1.527, -0.288, 2.167], [-1.452, -0.442, 3.548], [-2.349, -1.283, 4.192], [-3.325, -1.959, 3.475], [-3.408, -1.804, 2.099], [-2.503, -0.982, 1.448], [1.065, 1.110, 2.075], [1.659, 2.369, 2.016], [2.881, 2.586, 2.631], [3.521, 1.550, 3.296], [2.944, 0.290, 3.336], [1.722, 0.064, 2.721], [-1.801, 3.054, 0.051], [-1.493, 2.427, -1.709], [-2.513, 4.241, 0.143], [-2.946, 4.853, -0.953], [-0.712, 0.093, 4.125], [-2.289, -1.405, 5.265], [-4.021, -2.610, 3.987], [-4.168, -2.328, 1.535], [-2.538, -0.864, 0.371], [1.158, 3.182, 1.504], [3.334, 3.569, 2.594], [4.472, 1.725, 3.782], [3.444, -0.520, 3.850], [1.280, -0.925, 2.738]], "atomic_forces_ev_per_a": [[-0.24, 0.41, 0.46], [0.04, -0.08, -0.10], [-0.12, -0.15, -0.02], [0.45, 0.21, -0.04], [-0.22, 0.26, 0.19], [0.13, 0.05, 0.01], [-0.04, -0.08, -0.08], [0.00, -0.02, -0.05], [0.04, -0.15, 0.00], [-0.28, -0.31, -0.12], [0.43, 0.09, -0.11], [0.11, -0.06, -0.03], [0.05, -0.03, -0.02], [0.08, -0.02, -0.05], [-0.09, -0.07, -0.01], [-0.12, 0.28, 0.23], [-0.40, -0.30, -0.06], [0.19, 0.03, -0.01], [-0.05, 0.02, -0.02], [0.00, 0.03, 0.02], [0.02, -0.04, 0.05], [0.00, -0.01, 0.01], [-0.02, 0.01, 0.03], [0.02, 0.04, 0.01], [-0.04, 0.08, 0.04], [0.06, -0.09, -0.03], [-0.01, 0.01, -0.06], [-0.01, 0.03, 0.08], [0.00, -0.05, -0.19], [-0.02, 0.04, 0.09], [0.08, -0.09, 0.07], [-0.24, 0.14, -0.11], [0.06, -0.04, -0.24], [-0.04, 0.01, -0.04], [0.03, 0.01, 0.10], [-0.02, 0.00, -0.05], [-0.03, -0.02, -0.03], [0.08, 0.05, 0.09], [0.03, -0.06, -0.10], [-0.06, -0.06, 0.05], [0.04, 0.06, -0.02], [0.02, 0.01, 0.01], [0.00, -0.06, 0.02], [-0.02, 0.08, -0.08], [-0.05, 0.10, 0.06], [0.03, -0.08, 0.03], [0.10, -0.19, -0.12], [-0.05, 0.08, 0.05], [0.05, -0.01, -0.01], [0.01, 0.01, -0.01], [0.01, 0.01, 0.02], [0.01, 0.00, 0.01], [-0.04, -0.04, 0.00], [0.05, 0.01, 0.02], [-0.01, -0.01, 0.01], [-0.01, 0.00, 0.00], [0.00, 0.00, -0.01], [0.00, -0.03, 0.05]]}

=====

No. 2
{"formula": "C30H16BrF5N4O5S4W", "method": "ωB97M-V with the def2-TZVPD basis set", "molar_mass_g_mol": 999.5, "energy_ev": -176348.0115, "total_charge": 2, "spin_multiplicity": 1, "homo_lumo_gap_ev": [4.4, 4.4], "elements": ["W", "C", "O", "C", "C", "C", "C", "C", "C", "N", "N", "C", "C", "C", "C", "O", "C", "N", "C", "C", "C", "C", "H", "H", "H", "H", "H", "H", "H", "H", "H", "H", "H", "H", "O", "C", "C", "C", "N", "C", "Br", "C", "H", "H", "H", "H", "O", "C", "S", "C", "C", "S", "S", "S", "F", "C", "C", "F", "C", "F", "C", "O", "C", "F", "C", "F"], "coordinates": [[-0.825, -0.263, 0.024], [6.402, -1.469, -7.883], [5.844, -1.073, -6.631], [5.442, -1.976, -5.760], [4.941, -1.457, -4.543], [4.562, -2.291, -3.534], [4.670, -3.693, -3.703], [5.121, -4.205, -4.931], [5.491, -3.366, -5.952], [4.427, -4.613, -2.718], [4.029, -4.335, -1.589], [3.271, -3.455, -0.959], [3.687, -2.845, 0.246], [2.916, -1.894, 0.871], [1.682, -1.534, 0.324], [0.806, -0.610, 0.793], [1.179, -2.207, -0.783], [-0.102, -1.847, -1.157], [-0.624, -2.497, -2.221], [0.019, -3.529, -2.863], [1.301, -3.910, -2.466], [1.922, -3.216, -1.440], [6.796, -0.559, -8.324], [5.628, -1.879, -8.534], [7.208, -2.191, -7.751], [4.906, -0.381, -4.442], [4.207, -1.877, -2.600], [5.164, -5.279, -5.054], [5.828, -3.784, -6.889], [4.656, -3.109, 0.642], [3.267, -1.416, 1.775], [-1.607, -2.181, -2.544], [-0.482, -4.042, -3.669], [1.797, -4.740, -2.951], [-1.050, 4.377, 4.319], [-1.079, 3.444, 3.397], [-1.419, 3.667, 2.052], [-1.382, 2.625, 1.168], [-1.055, 1.359, 1.517], [-0.798, 1.145, 2.831], [-0.538, -0.658, 3.339], [-0.775, 2.128, 3.782], [-1.302, 5.254, 4.002], [-1.709, 4.652, 1.712], [-1.632, 2.783, 0.126], [-0.534, 1.906, 4.811], [-1.405, 3.477, -5.839], [-1.326, 2.886, -4.818], [0.152, 2.863, -3.799], [-0.479, 1.787, -2.585], [-1.766, 1.367, -2.725], [-2.540, 0.336, -1.568], [-2.664, 1.925, -4.113], [0.553, 1.253, -1.297], [-6.621, -3.953, 2.203], [-5.574, -3.228, 1.872], [-4.669, -3.713, 0.930], [-4.866, -4.879, 0.345], [-3.565, -2.945, 0.620], [-2.634, -3.339, -0.259], [-3.348, -1.697, 1.209], [-2.253, -0.983, 0.873], [-4.274, -1.220, 2.130], [-4.062, -0.020, 2.665], [-5.382, -1.983, 2.463], [-6.262, -1.521, 3.331]], "atomic_forces_ev_per_a": [[-1.24, 2.65, -1.00], [0.04, -0.06, -0.25], [0.00, 0.29, -0.04], [-0.16, -0.41, 0.38], [0.08, 0.14, -0.19], [0.04, -0.32, -0.02], [-0.06, 0.98, -0.50], [-0.16, -0.02, 0.45], [0.06, 0.21, -0.31], [0.19, -0.80, 0.01], [-0.05, -0.72, 0.43], [-0.21, 0.62, -0.05], [0.18, -0.19, -0.23], [-0.44, 0.38, -0.02], [0.58, -0.52, -0.64], [1.01, -0.31, 0.50], [0.02, -0.07, 0.24], [0.59, -0.64, -0.09], [-0.31, 0.20, 0.12], [0.20, -0.14, 0.01], [-0.17, 0.16, -0.07], [-0.01, 0.17, 0.18], [0.00, -0.04, 0.01], [0.00, -0.04, 0.05], [0.00, 0.03, 0.06], [-0.01, 0.02, 0.04], [0.09, 0.05, 0.01], [0.08, -0.03, 0.03], [0.02, 0.03, 0.00], [0.02, 0.01, 0.01], [0.03, 0.05, 0.01], [0.00, -0.01, 0.07], [-0.02, 0.04, -0.03], [0.04, 0.00, -0.02], [0.05, 0.10, 0.37], [-0.08, -0.47, -0.55], [-0.03, 0.12, 0.16], [0.03, 0.03, -0.10], [0.33, -0.09, 0.20], [-0.07, -0.43, -0.29], [-0.03, 0.35, 0.84], [0.04, 0.18, 0.10], [0.00, -0.02, -0.11], [0.02, 0.00, -0.06], [0.07, -0.02, 0.04], [-0.05, -0.03, 0.01], [0.00, 0.01, 0.01], [-0.05, -0.03, 0.06], [0.09, -0.08, 0.18], [0.74, 0.09, 0.28], [-0.78, -0.44, 0.12], [1.14, 0.39, -0.02], [-0.02, -0.09, 0.07], [-0.97, -0.19, -0.32], [-0.05, 0.01, -0.02], [0.13, 0.07, -0.06], [0.01, 0.19, 0.10], [0.03, -0.03, 0.03], [0.52, 0.52, 0.01], [-0.25, -0.32, -0.06], [-0.80, -0.53, 0.16], [-0.66, -1.06, -0.19], [0.33, 0.11, -0.22], [-0.15, -0.02, 0.11], [0.06, -0.02, -0.07], [-0.02, 0.01, 0.07]]}

=====

No. 3
{"formula": "C30H19Br2N3O6TeV", "method": "ωB97M-V with the def2-TZVPD basis set", "molar_mass_g_mol": 855.8, "energy_ev": -221243.0951, "total_charge": -2, "spin_multiplicity": 4, "homo_lumo_gap_ev": [3.8, 6.3], "elements": ["V", "O", "C", "C", "C", "N", "C", "C", "C", "O", "O", "C", "O", "O", "H", "H", "H", "C", "C", "C", "C", "C", "C", "Br", "C", "C", "Br", "C", "O", "C", "N", "H", "H", "H", "H", "H", "H", "N", "C", "Te", "C", "C", "C", "C", "C", "C", "C", "C", "C", "C", "C", "C", "H", "H", "H", "H", "H", "H", "H", "H", "H", "H"], "coordinates": [[0.337, 0.541, 0.680], [-3.814, 2.849, -3.642], [-2.981, 2.160, -2.793], [-3.405, 0.986, -2.167], [-2.520, 0.314, -1.334], [-1.310, 0.781, -1.077], [-0.869, 1.864, -1.733], [-1.683, 2.594, -2.603], [0.587, 2.130, -1.571], [1.164, 2.933, -2.322], [1.150, 1.446, -0.647], [-2.797, -1.144, -0.932], [-3.954, -1.491, -0.721], [-1.774, -1.881, -0.994], [-4.656, 2.379, -3.685], [-4.386, 0.570, -2.348], [-1.279, 3.448, -3.122], [0.997, 4.109, 0.919], [-0.227, 3.623, 1.630], [-1.081, 4.530, 2.247], [-2.123, 4.103, 3.057], [-2.294, 2.723, 3.256], [-3.217, 2.105, 4.115], [-4.400, 3.194, 5.149], [-3.272, 0.731, 4.291], [-2.433, -0.077, 3.553], [-2.461, -1.955, 3.819], [-1.517, 0.441, 2.618], [-0.723, -0.252, 1.888], [-1.430, 1.865, 2.526], [-0.436, 2.299, 1.729], [1.171, 5.156, 1.162], [0.907, 4.018, -0.164], [1.852, 3.506, 1.230], [-0.907, 5.590, 2.111], [-2.773, 4.816, 3.547], [-3.955, 0.298, 5.010], [2.742, 0.338, 2.610], [1.868, 0.391, 1.859], [0.593, -1.218, -1.249], [0.644, -3.364, -1.255], [1.025, -4.007, -2.425], [1.019, -5.386, -2.511], [0.631, -6.145, -1.420], [0.250, -5.513, -0.247], [0.255, -4.130, -0.169], [2.779, -1.357, -1.187], [3.338, -1.908, -0.036], [4.707, -2.000, 0.124], [5.549, -1.542, -0.876], [5.011, -0.982, -2.021], [3.636, -0.888, -2.174], [1.325, -3.412, -3.280], [1.315, -5.870, -3.434], [0.623, -7.226, -1.487], [-0.054, -6.103, 0.609], [-0.063, -3.633, 0.737], [2.672, -2.262, 0.747], [5.126, -2.420, 1.028], [6.624, -1.620, -0.761], [5.672, -0.615, -2.797], [3.227, -0.432, -3.068]], "atomic_forces_ev_per_a": [[-2.22, 0.31, 1.16], [0.25, -0.07, 0.16], [-0.47, -0.50, 0.15], [0.32, 0.37, -0.04], [-0.47, -0.45, -0.19], [0.57, 1.12, 0.18], [-1.46, -0.03, -0.42], [0.61, -0.09, 0.29], [1.44, 1.57, -1.16], [-0.79, -0.77, 0.67], [1.57, 2.02, -2.89], [0.04, -0.22, -0.07], [-0.54, 0.24, 0.02], [0.00, 0.04, 0.15], [0.13, 0.04, 0.07], [-0.07, -0.12, 0.07], [0.05, 0.04, -0.04], [-0.09, -0.21, -0.17], [-0.06, 1.14, 0.18], [0.34, -0.23, -0.17], [-0.21, 0.31, 0.01], [-0.11, -0.26, 0.10], [0.01, -0.03, 0.05], [-0.04, -0.01, 0.03], [-0.06, 0.08, 0.05], [0.25, -0.18, -0.25], [-0.06, -0.06, 0.00], [-1.36, 1.15, 1.34], [-1.09, -2.13, 0.71], [-0.45, -0.70, 0.48], [0.30, -0.59, -0.73], [0.06, 0.04, 0.01], [0.14, 0.10, 0.05], [0.09, 0.05, -0.07], [0.09, 0.02, 0.00], [0.01, -0.05, 0.01], [-0.01, -0.01, -0.06], [0.55, -0.03, 0.46], [1.69, -0.17, 0.89], [1.50, -2.20, -1.19], [-0.21, 0.30, -0.04], [0.06, 0.34, -0.09], [0.06, -0.15, -0.09], [0.00, -0.13, 0.02], [0.04, -0.15, 0.03], [-0.09, 0.26, 0.27], [-0.20, 0.05, 0.16], [-0.30, -0.12, 0.06], [0.13, -0.10, 0.03], [0.16, -0.03, 0.00], [0.21, 0.02, -0.13], [-0.30, 0.08, -0.11], [0.02, -0.01, -0.05], [0.01, -0.02, -0.03], [-0.01, -0.05, 0.02], [-0.03, 0.02, 0.03], [-0.07, 0.00, 0.07], [0.16, 0.07, 0.01], [-0.04, -0.02, 0.08], [0.00, 0.04, 0.01], [-0.02, 0.04, -0.05], [-0.01, 0.02, -0.04]]}

=====

> Which formula does entry 2 have?

C30H16BrF5N4O5S4W